Record 1
DFT (ωB97M-V with the def2-TZVPD basis set) results for a structure of composition C46H48BiClFN4O7PSi.

ORCA input file:
```
! wB97M-V def2-TZVPD RIJCOSX def2/J DEFGRID3
* xyz 0 1
C -3.676 1.994 -4.442
H -5.751 -5.578 -2.618
H -4.390 4.018 -4.389
C -3.609 -3.247 -0.425
N -0.626 -0.746 3.136
H 0.148 -6.671 -2.444
H 2.287 -1.823 1.689
H 1.216 -0.765 -4.638
O -0.499 -2.510 -0.343
H 2.208 0.101 8.013
H 3.836 1.041 3.696
H 0.727 -1.884 3.968
H 3.636 3.102 -2.740
H -0.813 -4.393 -3.565
H -0.627 6.357 1.205
C 1.321 -3.817 -1.094
P 1.195 1.988 2.703
C 2.273 1.796 6.689
F -0.028 2.140 -0.027
H -2.686 4.758 -2.758
Bi -0.264 0.039 0.208
H -6.898 -3.721 -3.554
C 1.756 0.070 -4.194
C 4.597 3.656 0.982
C -0.534 5.676 2.042
H 1.149 -2.732 -2.913
C 1.185 0.769 -3.130
C 1.363 -0.342 6.098
N 3.019 -1.158 1.468
C 0.143 -4.596 -3.090
C -4.171 -5.445 -1.176
H -1.799 0.443 2.362
C -2.693 3.732 -3.105
H 4.800 0.335 0.478
H -5.996 -2.190 -3.592
H 6.151 1.500 3.068
H 0.557 4.241 0.908
C 0.367 -0.858 3.923
O 0.936 -3.315 1.210
H -0.181 -2.836 -1.896
C 3.674 1.520 -4.196
C 4.030 1.778 2.927
C -4.577 -2.712 -1.261
H -1.019 3.166 -1.895
H -2.672 -5.028 0.307
C -1.147 5.972 3.251
H -3.009 -2.613 0.212
C -1.751 2.833 -2.624
H 2.262 3.267 5.136
H 0.879 -4.849 -3.853
C 3.279 3.396 1.343
H -0.861 -5.608 -1.469
O -4.828 -1.383 -1.381
O 2.103 -0.852 -0.582
C -3.581 -0.255 0.450
N 0.611 -3.387 -2.351
H 2.191 -5.757 -1.507
C 1.970 0.481 7.027
H -4.425 1.665 -5.152
H 4.808 4.399 0.222
C 1.997 2.253 5.413
C 1.035 0.126 4.820
H 3.416 -0.125 -5.547
H 1.475 2.426 -1.778
H -1.700 6.895 3.375
C -0.346 3.881 4.141
C -1.067 5.059 4.292
C -3.656 3.315 -4.017
H 1.122 -1.367 6.358
C 5.642 2.981 1.596
C 3.065 -0.704 0.197
C -5.152 -4.916 -2.003
C -5.373 -3.549 -2.052
Cl -3.904 -7.170 -1.156
H 2.492 3.935 0.836
H 6.669 3.193 1.326
H -2.868 -0.769 -1.518
H -7.200 -2.457 -2.348
H 4.630 1.815 -4.613
C -1.754 1.500 -3.046
H 3.833 -1.118 2.054
C 0.321 3.595 2.947
C -6.430 -2.953 -2.942
C 1.393 1.431 4.457
O -1.163 0.512 3.093
C -3.406 -4.620 -0.376
O -4.451 -0.488 1.256
H -4.120 0.482 -1.454
N 4.195 -0.076 -0.216
C 0.081 -5.676 -2.012
C 1.889 1.863 -2.613
C -2.737 1.096 -3.955
H -0.321 3.180 4.963
C 2.962 2.473 2.342
H 1.146 -5.720 -0.084
H 4.100 0.442 -1.076
C 2.992 0.431 -4.720
H -1.577 5.256 5.227
H 2.738 2.454 7.413
Si -0.488 0.271 -2.407
O -2.406 0.251 0.751
C 5.348 2.034 2.570
C 0.531 -3.159 0.066
C 0.171 4.491 1.886
H 2.328 -3.413 -1.064
C -3.805 -0.475 -1.041
C 3.113 2.243 -3.148
H -0.825 -1.005 -3.124
H -2.770 0.060 -4.283
C 1.268 -5.345 -1.098
*
```

Calculated values
orbital gap: 7.701 eV

Löwdin population analysis, charges in e, atoms 1 to 6: -0.091 0.110 0.100 0.008 -0.037 0.120

***

Record 2
DFT (ωB97M-V with the def2-TZVPD basis set) results for a cluster of 3 separate species, C3H12NO4 in total in a non-equilibrium geometry.

ORCA input file:
```
! wB97M-V def2-TZVPD RIJCOSX def2/J DEFGRID3
* xyz 1 1
O 1.816 1.841 0.729
H -2.114 0.032 -0.042
H 1.487 -0.108 0.609
N 0.637 -0.453 0.090
H -0.200 -2.569 -2.314
H -0.194 0.899 -1.476
H 0.025 -0.947 0.749
C 0.813 2.024 0.099
C -1.488 1.021 0.173
H 0.417 3.043 -0.222
H 1.041 -2.375 -3.249
O 0.553 -1.630 2.674
O -1.966 2.201 -0.441
H 1.327 -2.207 2.850
H -2.192 2.059 -1.340
H 0.004 -1.904 3.491
H 1.005 -1.097 -0.712
H -1.524 1.378 1.191
C -0.036 0.819 -0.381
O 0.589 -2.026 -2.477
*
```

Calculated values
orbital gap: 11.107 eV

Löwdin population analysis, charges in e, atoms 1 to 6: 0.093 0.172 0.149 0.200 0.067 0.164

***

Record 3
DFT (ωB97M-V with the def2-TZVPD basis set) results for a structure of composition C32H44MnN4P2Si in a non-equilibrium geometry.

ORCA input file:
```
! wB97M-V def2-TZVPD RIJCOSX def2/J DEFGRID3
* xyz 0 6
C 1.459 -0.773 0.493
H -2.821 4.272 -4.768
H -2.586 -2.035 3.114
H -1.154 3.264 -4.669
H -1.914 -3.008 1.388
C -4.168 5.682 -2.081
C -3.401 4.640 -1.565
H 1.900 -4.240 0.381
H 0.052 4.611 -2.823
C 3.672 4.115 -3.081
C -1.045 -2.474 0.998
N 2.031 1.527 -2.879
C 0.380 -3.703 5.340
C -3.445 0.162 -2.862
C 0.182 -4.022 8.452
C -3.213 4.575 -3.811
C -4.190 -0.422 -3.883
H 2.872 -1.663 -3.285
H -0.688 -4.312 0.054
C 1.660 -2.844 2.021
C 1.131 -3.854 1.076
C 4.406 5.277 -2.863
H 0.379 -4.679 9.309
H -1.971 -0.524 1.177
H 5.131 5.704 -3.545
H -0.343 -7.067 7.490
C -1.043 -1.072 0.956
H 0.216 -2.977 -0.692
C 3.031 4.946 -1.078
C 2.630 -0.605 -3.391
H 4.365 6.711 -1.129
C -3.349 1.544 -4.640
H 2.213 -3.271 2.864
H 2.502 -0.886 2.401
H -4.623 0.339 -5.968
H 2.277 2.359 -4.847
N -2.836 3.924 -2.627
H 0.846 -4.735 1.674
H 1.832 0.009 -1.407
H -0.158 -6.932 5.741
C 2.336 -5.485 6.883
H 2.110 0.121 0.435
C 2.129 0.216 -2.404
H -0.267 1.837 -4.147
N 2.837 3.879 -1.979
H -3.033 2.389 -5.224
H -0.177 -0.293 -0.867
C 2.373 1.484 -4.230
C 2.798 0.202 -4.556
C 3.996 5.803 -1.588
P 1.385 2.852 -1.885
H 3.041 -4.647 6.962
C 0.015 -0.289 0.224
H -2.110 -0.314 3.580
C -4.141 0.465 -5.006
H -0.855 -3.681 8.531
H -4.540 6.279 -4.231
C 0.266 -2.826 4.451
H 1.777 -1.455 -0.315
H 3.707 3.425 -3.901
H 0.805 -3.131 8.595
H -4.717 -1.364 -3.839
Si 0.560 -4.842 6.813
H 3.196 -0.115 -5.507
P -1.847 2.422 -2.388
C 0.464 3.692 -3.280
H 1.147 4.000 -4.088
H -4.758 6.390 -1.507
H 2.468 4.969 -0.157
H -1.539 -6.178 6.515
C 1.782 -1.454 1.800
H -3.223 -0.169 -1.859
Mn -0.109 -1.612 2.868
H 2.526 -6.180 7.718
C -1.877 -1.393 3.668
H -1.818 -1.717 4.722
H 2.553 -6.015 5.944
C -0.472 -6.385 6.637
N -2.933 1.388 -3.313
C -0.674 2.799 -3.798
H -3.170 4.345 -0.551
H -0.059 0.783 0.479
C -4.056 5.638 -3.507
C -0.113 -3.396 0.270
*
```

Calculated values
orbital gap (spin up / spin down): 6.246 / 7.620 eV

Löwdin population analysis, charges in e, atoms 1 to 6: -0.222 0.077 0.015 0.061 0.106 -0.102

***

Q: Which calculated total energy values were calculated for the entries above? A: -3933.0078, -476.9529, -3587.7563, in Eh.
Q: Which relative energy (zero: lowest compared OMol25 entry of this formula, charge and spin) values were calculated for the entries above? A: 0.00, 195.33, 0.00, in kJ/mol.